# 1
Entry from OMol25: a molecular structure, C3H7N3O (ωB97M-V/def2-TZVPD).

Geometry as XYZ:
```
14
C3H7N3O, DFT ωB97M-V/def2-TZVPD
C 1.417 0.857 -0.563
N 0.164 0.159 -0.879
C -0.233 -0.795 0.097
N 0.687 -1.654 0.698
C -1.522 -0.397 0.407
O -2.516 -0.699 1.046
N -1.361 0.924 -0.349
H 2.230 0.273 -1.008
H 1.611 0.969 0.512
H 1.401 1.829 -1.061
H 0.455 -1.856 1.663
H 0.826 -2.526 0.198
H -1.041 1.707 0.214
H -2.119 1.209 -0.976
```

As for the multiplicity: 1. The charge is 0. The calculation puts the highest occupied orbital energy (spin up / spin down) at -6.926 / -6.927 eV. The frontier orbital gap (spin up / spin down) comes out at 0.27113 / 0.27126 Ha. The value obtained for the largest force on an atom is 0.23 eV/Å.

# 2
Entry from OMol25: 2 unconnected molecules or ions with the total composition C4H11NO3 in a non-equilibrium geometry (ωB97M-V/def2-TZVPD).

Geometry as XYZ:
```
19
C4H11NO3, DFT ωB97M-V/def2-TZVPD
C -0.376 1.853 -1.509
N 0.355 0.484 -1.265
C -0.028 -0.484 -0.268
C -0.192 0.231 1.074
O 0.650 0.945 1.470
C -1.428 -1.097 -0.605
O -1.862 -2.088 0.385
H -1.416 1.551 -1.378
H -0.170 2.534 -0.741
H -0.251 2.187 -2.562
H 1.358 0.539 -1.265
H 0.821 -1.268 -0.148
H -1.175 0.377 1.358
H -1.638 -1.528 -1.615
H -2.264 -0.355 -0.549
H -1.057 -2.558 0.647
O 3.173 -0.402 2.618
H 2.725 -1.200 2.256
H 2.775 0.277 2.094
```

As for the multiplicity: 1. The charge is 0. The calculation puts the highest occupied orbital energy at -9.119 eV. The frontier orbital gap comes out at 0.35473 Ha. The SMILES is CN[C@@H](C=O)CO.O. The value obtained for the largest force on an atom is 4.00 eV/Å.

# 3
Entry from OMol25: a single C5H11NO3 molecule in a non-equilibrium geometry (ωB97M-V/def2-TZVPD).

Geometry as XYZ:
```
20
C5H11NO3, DFT ωB97M-V/def2-TZVPD
C -1.439 1.062 0.613
C -0.391 0.008 0.954
C 1.048 0.621 1.093
N 1.426 1.441 0.087
O 1.670 0.482 2.122
C -0.306 -1.182 -0.010
O 1.054 -1.710 0.059
C -0.541 -0.905 -1.503
O 0.462 -0.113 -2.084
H -1.405 1.848 1.366
H -1.276 1.509 -0.359
H -2.436 0.611 0.627
H -0.608 -0.388 1.948
H 0.966 1.384 -0.810
H 2.284 1.961 0.202
H -1.027 -1.958 0.303
H 1.302 -1.846 0.979
H -0.592 -1.875 -2.014
H -1.486 -0.377 -1.653
H 1.295 -0.572 -1.920
```

As for the multiplicity: 1. The charge is 0. The calculation puts the highest occupied orbital energy at -9.561 eV. The frontier orbital gap comes out at 0.38037 Ha. The SMILES is C[C@H](C(N)=O)[C@H](O)CO. The value obtained for the largest force on an atom is 1.66 eV/Å.

# 4
Entry from OMol25: 7 unconnected molecules or ions with the total composition CH15O7 in a non-equilibrium geometry (ωB97M-V/def2-TZVPD).

Geometry as XYZ:
```
23
CH15O7, DFT ωB97M-V/def2-TZVPD
C 0.251 2.873 0.357
O -0.477 2.118 1.316
H -0.044 2.620 -0.662
H 0.007 3.927 0.536
H 1.314 2.754 0.499
H 1.477 0.809 2.035
H 0.744 -0.427 1.487
O 1.647 -0.107 1.791
H 1.100 -2.679 0.198
H -0.112 -2.023 0.695
O 0.170 -2.924 0.307
H 1.868 -0.052 -1.554
H 2.316 -0.039 -0.117
O 2.437 0.443 -0.954
H -1.889 -0.358 -0.429
H -2.508 0.365 -1.631
O -2.570 -0.466 -1.145
H -0.559 -2.739 -1.547
H -1.570 -1.727 -2.045
O -0.990 -2.449 -2.365
H -0.553 1.187 0.993
H -1.353 -0.583 1.476
O -0.707 -0.523 0.757
```

As for the multiplicity: 1. The charge is -1. The calculation puts the highest occupied orbital energy at -6.399 eV. The frontier orbital gap comes out at 0.36406 Ha. The value obtained for the largest force on an atom is 1.26 eV/Å.

# 5
Entry from OMol25: a molecular structure, C49H49GeN2O2PRe (ωB97M-V/def2-TZVPD).

Geometry as XYZ:
```
105
C49H49GeN2O2PRe, DFT ωB97M-V/def2-TZVPD
Re 0.790 -0.310 -0.741
C 0.143 2.215 -4.257
C 0.577 0.947 -3.612
O 0.367 0.824 -2.359
N 1.133 -0.003 -4.323
C 1.730 -1.219 -3.759
C 3.020 -0.870 -3.055
C 4.232 -1.140 -3.658
C 5.401 -0.648 -3.090
C 5.305 0.131 -1.953
C 4.057 0.332 -1.389
N 2.927 -0.178 -1.896
H -0.884 2.439 -3.964
H 0.223 2.177 -5.340
H 0.773 3.023 -3.881
H 1.229 0.158 -5.317
H 1.920 -1.901 -4.584
H 1.000 -1.707 -3.111
H 4.263 -1.712 -4.576
H 6.360 -0.849 -3.548
H 6.177 0.575 -1.494
H 3.966 0.927 -0.493
C -0.408 -3.166 1.011
C 0.142 -3.321 -0.386
C 1.142 -4.451 -0.502
C -0.927 -3.374 -1.456
O 0.981 -2.084 -0.684
H -1.000 -4.050 1.250
H -1.057 -2.296 1.098
H 0.395 -3.091 1.746
H 0.622 -5.399 -0.359
H 1.918 -4.377 0.260
H 1.605 -4.468 -1.489
H -1.559 -4.243 -1.271
H -0.493 -3.492 -2.450
H -1.568 -2.490 -1.440
C 5.929 -1.196 2.157
C 5.589 0.109 2.490
C 4.298 0.569 2.272
C 3.349 -0.289 1.715
C 3.691 -1.601 1.381
C 4.981 -2.051 1.605
P 1.663 0.285 1.508
C 0.682 -0.331 2.864
C 1.222 -1.248 3.768
C 0.456 -1.671 4.844
C -0.831 -1.181 5.020
C -1.365 -0.260 4.124
C -0.612 0.162 3.044
C 1.600 2.072 1.470
C 1.371 2.801 2.637
C 1.361 4.187 2.580
C 1.567 4.839 1.370
C 1.780 4.114 0.204
C 1.801 2.731 0.256
H 6.935 -1.551 2.334
H 6.326 0.768 2.928
H 4.037 1.586 2.536
H 2.957 -2.271 0.948
H 5.250 -3.069 1.356
H 2.231 -1.618 3.650
H 0.872 -2.375 5.552
H -1.420 -1.510 5.866
H -2.363 0.132 4.266
H -1.029 0.894 2.361
H 1.203 2.294 3.578
H 1.197 4.759 3.483
H 1.564 5.920 1.336
H 1.934 4.629 -0.735
H 2.004 2.178 -0.662
C -0.829 -0.081 -0.164
Ge -2.814 0.486 -0.127
C -2.697 2.378 -0.474
C -3.464 2.916 -1.508
C -3.483 4.288 -1.725
C -2.738 5.129 -0.912
C -1.969 4.601 0.118
C -1.946 3.231 0.337
C -3.634 -0.002 1.545
C -3.799 -1.334 1.931
C -4.514 -1.648 3.076
C -5.071 -0.633 3.845
C -4.910 0.694 3.472
C -4.196 1.011 2.323
C -3.369 -0.561 -1.657
C -2.820 -0.293 -2.913
C -3.176 -1.054 -4.016
C -4.090 -2.092 -3.873
C -4.655 -2.355 -2.633
C -4.297 -1.593 -1.528
H -4.068 2.272 -2.137
H -4.094 4.700 -2.518
H -2.766 6.198 -1.071
H -1.403 5.260 0.763
H -1.350 2.839 1.157
H -3.395 -2.138 1.327
H -4.653 -2.682 3.362
H -5.642 -0.879 4.731
H -5.355 1.482 4.065
H -4.097 2.050 2.028
H -2.139 0.544 -3.030
H -2.771 -0.826 -4.994
H -4.379 -2.680 -4.734
H -5.387 -3.145 -2.529
H -4.760 -1.798 -0.570
```

As for the multiplicity: 1. The charge is +3. The calculation puts the highest occupied orbital energy at -15.889 eV. The frontier orbital gap comes out at 0.23084 Ha. The value obtained for the largest force on an atom is 0.24 eV/Å.

# 6
Entry from OMol25: a single C3H5ClN2S molecule in a non-equilibrium geometry (ωB97M-V/def2-TZVPD).

Geometry as XYZ:
```
12
C3H5ClN2S, DFT ωB97M-V/def2-TZVPD
H -0.309 1.814 -0.339
N 0.634 1.366 -0.250
C 0.480 0.115 -0.273
C -0.910 -0.494 -0.250
C -1.971 0.211 0.129
Cl -3.567 -0.393 -0.013
N 1.464 -0.845 -0.249
S 3.138 -0.363 0.027
H -1.001 -1.503 -0.607
H -1.912 1.311 0.476
H 1.179 -1.685 0.295
H 2.774 0.465 1.054
```

As for the multiplicity: 1. The charge is 0. The calculation puts the highest occupied orbital energy at -9.392 eV. The frontier orbital gap comes out at 0.36273 Ha. The SMILES is [H]/N=C(\C=C\Cl)NS. The value obtained for the largest force on an atom is 2.17 eV/Å.

# 7
Entry from OMol25: a molecular structure, C19H51N3O6Y in a non-equilibrium geometry (ωB97M-V/def2-TZVPD).

Geometry as XYZ:
```
80
C19H51N3O6Y, DFT ωB97M-V/def2-TZVPD
Y -31.620 10.042 -9.595
C -28.681 12.728 -7.823
C -30.205 12.904 -7.760
C -30.596 14.239 -8.381
O -30.884 11.812 -8.243
H -28.356 11.915 -7.167
H -28.136 13.634 -7.537
H -28.352 12.488 -8.840
H -30.400 13.007 -6.665
H -30.301 14.272 -9.445
H -29.989 15.039 -7.944
H -31.653 14.440 -8.297
C -33.988 6.588 -7.910
C -33.423 7.842 -7.284
C -32.651 7.492 -6.018
O -32.662 8.549 -8.173
H -33.206 5.856 -8.132
H -34.539 6.817 -8.829
H -34.726 6.108 -7.252
H -34.287 8.466 -6.960
H -33.261 6.883 -5.342
H -32.319 8.393 -5.501
H -31.787 6.858 -6.247
C -29.492 7.934 -7.723
O -29.868 9.272 -8.111
H -28.408 7.786 -7.833
H -29.780 7.735 -6.697
H -29.974 7.234 -8.394
H -29.355 9.916 -7.609
C -31.365 12.979 -13.187
C -31.037 11.767 -12.331
C -29.734 11.877 -11.584
O -29.539 10.715 -10.776
C -28.144 10.453 -10.555
N -32.164 11.429 -11.407
H -32.304 12.844 -13.717
H -30.572 13.141 -13.923
H -31.428 13.875 -12.573
H -30.948 10.932 -13.035
H -29.731 12.792 -10.978
H -28.986 11.988 -12.376
H -28.046 9.886 -9.637
H -27.576 11.378 -10.502
H -27.740 9.870 -11.394
H -32.930 11.147 -12.026
H -32.574 12.304 -11.019
C -36.007 12.141 -8.401
C -34.728 12.301 -9.217
C -34.384 13.760 -9.267
O -33.548 14.039 -10.385
C -33.335 15.444 -10.567
N -33.664 11.322 -8.703
H -35.868 12.400 -7.346
H -36.339 11.098 -8.422
H -36.835 12.736 -8.788
H -34.985 11.985 -10.240
H -33.922 14.087 -8.328
H -35.332 14.289 -9.425
H -34.080 15.855 -11.263
H -32.339 15.605 -10.957
H -33.452 15.991 -9.629
H -33.049 11.858 -8.056
H -34.151 10.794 -7.966
C -31.202 6.972 -13.013
C -31.696 8.099 -12.108
C -33.165 8.005 -11.836
O -33.562 9.037 -10.930
C -34.947 8.993 -10.678
N -30.967 8.090 -10.773
H -31.745 6.968 -13.963
H -31.390 5.990 -12.562
H -30.142 7.064 -13.245
H -31.439 9.024 -12.630
H -33.351 7.019 -11.379
H -33.750 8.074 -12.759
H -35.517 9.362 -11.547
H -35.162 9.605 -9.812
H -35.294 7.969 -10.501
H -29.983 7.995 -11.059
H -31.144 7.139 -10.423
```

As for the multiplicity: 1. The charge is +1. The calculation puts the highest occupied orbital energy at -10.376 eV. The frontier orbital gap comes out at 0.30005 Ha. The value obtained for the largest force on an atom is 4.72 eV/Å.

# 8
Entry from OMol25: 2 unconnected molecules or ions with the total composition C3H11FNP2 in a non-equilibrium geometry (ωB97M-V/def2-TZVPD).

Geometry as XYZ:
```
18
C3H11FNP2, DFT ωB97M-V/def2-TZVPD
C -1.222 -0.533 -1.283
C -0.437 0.393 -0.399
C 0.446 -0.421 0.405
N -1.288 1.154 0.438
F 1.949 1.778 0.245
P -0.017 -0.501 2.138
P 1.721 -1.416 -0.401
H -1.741 -1.249 -0.689
H -1.920 -0.033 -1.917
H -0.404 -1.080 -1.904
H 0.099 0.972 -1.188
H -0.818 1.891 0.831
H 1.845 2.765 0.116
H -2.290 1.196 0.376
H 0.359 -1.742 2.453
H -1.356 -1.103 1.852
H 2.141 -0.599 -1.557
H 2.932 -1.472 0.485
```

As for the multiplicity: 1. The charge is +1. The calculation puts the highest occupied orbital energy at -13.518 eV. The frontier orbital gap comes out at 0.27713 Ha. The value obtained for the largest force on an atom is 3.38 eV/Å.

It is found that the DFT total energy values, taken in the order of the records, are -357.88031 -439.40191 -477.60626 -573.85328 -4652.27441 -1085.15282 -1408.47636 -957.85217 hartree.